(1)
Molecular formula: C3H3NOS2
Method: DFT, ωB97M-V/def2-TZVPD

Results
SMILES: O/C(C=S)=N/C=S
Frontier orbital gap: 6.324 eV
ΔE to the lowest compared entry with this formula, charge and spin: 58.7 kcal per mole

The geometry in ORCA input format:
```
! wB97M-V def2-TZVPD RIJCOSX def2/J DEFGRID3
* xyz 0 1
S 2.97928 -1.15938 0.42269
C -0.67494 -0.19790 0.01066
C 1.71696 -0.77829 -0.58139
C -0.61003 1.23127 0.43965
O -1.77406 -0.87142 0.18589
N 0.43209 -0.72596 -0.36213
H 2.02578 -0.70248 -1.72719
H 0.45909 1.49831 0.21916
H -2.58180 -0.30451 0.47169
S -1.97236 2.01036 0.92098
*
```

=====

(2)
Molecular formula: C3H3NS
Method: DFT, ωB97M-V/def2-TZVPD

Results
SMILES: CC(=S)C#N
Frontier orbital gap: 8.108 eV
ΔE to the lowest compared entry with this formula, charge and spin: 13.5 kcal per mole

The geometry in ORCA input format:
```
! wB97M-V def2-TZVPD RIJCOSX def2/J DEFGRID3
* xyz 0 1
C -0.12475 0.63536 -0.26136
S -0.63350 1.67258 -1.40463
N 2.19866 0.86041 0.63553
H -1.25722 -1.21956 -0.59911
C 1.07114 0.78497 0.38246
H -0.89662 -0.68448 1.15651
C -0.63132 -0.74957 0.10263
H 0.27360 -1.29971 -0.01202
*
```

=====

(3)
Molecular formula: C3H3NS
Method: DFT, ωB97M-V/def2-TZVPD

Results
Frontier orbital gap: 7.505 eV
ΔE to the lowest compared entry with this formula, charge and spin: 53.8 kcal per mole

The geometry in ORCA input format:
```
! wB97M-V def2-TZVPD RIJCOSX def2/J DEFGRID3
* xyz 0 1
C 0.36697 0.81384 -0.18308
C -1.93166 -0.18506 -0.20484
N 1.62836 0.42478 -0.04863
S -3.45641 -0.18088 0.01541
H -0.15374 -1.26350 0.22844
H 2.30382 1.11218 0.14053
H 1.85436 -0.50277 0.13216
C -0.61170 -0.21860 -0.07999
*
```

=====

(4)
Molecular formula: C3H3NS2
Method: DFT, ωB97M-V/def2-TZVPD

Results
SMILES: C#CN=C(S)S
Frontier orbital gap: 10.523 eV
ΔE to the lowest compared entry with this formula, charge and spin: 79.2 kcal per mole

The geometry in ORCA input format:
```
! wB97M-V def2-TZVPD RIJCOSX def2/J DEFGRID3
* xyz 0 1
H 2.95464 -1.10993 0.14595
C 1.96707 -1.29360 -0.04061
H 0.39812 0.94039 0.41078
N -0.84740 -1.58757 -0.11716
C -1.48768 -0.53013 -0.03710
C 0.76792 -1.21465 -0.02578
S -3.22919 -0.62935 0.06742
S -0.83106 1.12314 0.08636
H -3.29308 0.32806 -0.74282
*
```

=====

(5)
Molecular formula: C3H3NaO3
Method: DFT, ωB97M-V/def2-TZVPD

Results
<S²>: 0.75
Frontier orbital gap (alpha / beta): 6.712 / 11.297 eV
ΔE to the lowest compared entry with this formula, charge and spin: 3.9 kcal per mole

The geometry in ORCA input format:
```
! wB97M-V def2-TZVPD RIJCOSX def2/J DEFGRID3
* xyz 1 2
H 2.07851 -0.89194 -0.12792
H 1.76074 0.70738 -0.95827
Na -3.18348 1.71868 1.11546
C 1.32519 -0.15852 -0.44253
H -0.06610 -0.87818 -2.13192
O 0.74012 0.37229 1.01673
C 0.12130 -0.74352 -1.06728
O -0.92256 -0.63371 -0.22361
O -1.38261 0.53100 1.68693
C -0.47109 -0.02348 1.13238
*
```

=====

(6)
Molecular formula: C3H3NdO4
Method: DFT, ωB97M-V/def2-TZVPD

Results
<S²>: 6.01
Frontier orbital gap (alpha / beta): 6.979 / 6.965 eV
ΔE to the lowest compared entry with this formula, charge and spin: 59.1 kcal per mole

The geometry in ORCA input format:
```
! wB97M-V def2-TZVPD RIJCOSX def2/J DEFGRID3
* xyz 3 5
C 0.04760 -1.11020 0.06468
C -1.80132 1.21413 0.10737
H -0.29651 -1.31366 1.09920
H 2.16933 -1.74380 0.22583
Nd 1.27974 2.45316 -0.46884
H -0.15241 -2.03091 -0.51332
O 2.01311 0.19747 -0.27867
O -1.05806 2.15899 0.24938
O -3.01219 1.14076 -0.04633
C 1.52749 -0.85769 0.08807
O -0.71678 -0.10825 -0.52737
*
```

=====

(7)
Molecular formula: C3H3O2
Method: DFT, ωB97M-V/def2-TZVPD

Results
<S²>: 2.05
Frontier orbital gap (alpha / beta): 6.895 / 8.210 eV
ΔE to the lowest compared entry with this formula, charge and spin: 93.3 kcal per mole

The geometry in ORCA input format:
```
! wB97M-V def2-TZVPD RIJCOSX def2/J DEFGRID3
* xyz 1 3
H 0.39256 -1.99636 -0.34894
C -0.11650 1.11697 0.69364
O -0.21139 -0.46792 -1.57366
H -0.48764 2.02864 0.94190
C 0.13960 -0.16529 0.72350
C 0.19425 -0.99121 -0.50431
H 0.56394 -0.36325 1.70893
O -0.47482 0.83842 -1.64106
*
```

=====

(8)
Molecular formula: C3H3O2P
Method: DFT, ωB97M-V/def2-TZVPD

Results
SMILES: C#CP=O.C=O
Frontier orbital gap: 8.264 eV
ΔE to the lowest compared entry with this formula, charge and spin: 103.1 kcal per mole

The geometry in ORCA input format:
```
! wB97M-V def2-TZVPD RIJCOSX def2/J DEFGRID3
* xyz 0 1
O -1.48000 -0.33717 0.04655
H -0.15650 0.43112 1.36025
H 1.72548 2.10416 -0.81020
C 1.11531 -0.06400 -0.73118
P 0.43549 -1.46720 -1.35020
C -1.17079 0.19691 1.05908
H -1.85922 0.75558 1.59078
O 0.34490 -2.68972 -0.56175
C 1.04534 1.07032 -0.60333
*
```

=====

(9)
Molecular formula: C3H3O2Ru
Method: DFT, ωB97M-V/def2-TZVPD

Results
<S²>: 12.02
Frontier orbital gap (alpha / beta): 9.517 / 8.284 eV
ΔE to the lowest compared entry with this formula, charge and spin: 0.0 kcal per mole

The geometry in ORCA input format:
```
! wB97M-V def2-TZVPD RIJCOSX def2/J DEFGRID3
* xyz 3 7
H 0.01292 1.49659 -1.61740
H 1.48084 0.60526 -2.35646
C 0.81531 0.76241 -1.49803
O -1.38301 -0.91553 1.54778
C -0.71744 0.06186 1.39957
O -0.45126 1.13657 1.77310
C 0.92859 0.01618 -0.41042
Ru -2.38476 -2.49012 1.21999
H 1.69881 -0.67323 -0.05815
*
```

=====

(10)
Molecular formula: C3H3O2S
Method: DFT, ωB97M-V/def2-TZVPD

Results
Frontier orbital gap: 4.459 eV
ΔE to the lowest compared entry with this formula, charge and spin: 94.9 kcal per mole

The geometry in ORCA input format:
```
! wB97M-V def2-TZVPD RIJCOSX def2/J DEFGRID3
* xyz -1 1
O -5.72511 0.81990 1.31282
O -4.84819 0.62515 3.59926
H -0.20268 -0.06522 -1.06197
H -0.24477 -0.51627 0.65666
H 1.29276 -0.06467 -0.10696
C 0.22136 0.15583 -0.07383
S -4.55607 0.97100 2.19679
C -0.33549 2.71269 0.50284
C -0.02574 1.56204 0.28818
*
```

=====

(11)
Molecular formula: C3H3O2S
Method: DFT, ωB97M-V/def2-TZVPD

Results
Frontier orbital gap: 7.273 eV
ΔE to the lowest compared entry with this formula, charge and spin: 11.8 kcal per mole

The geometry in ORCA input format:
```
! wB97M-V def2-TZVPD RIJCOSX def2/J DEFGRID3
* xyz -1 1
S 0.27895 -2.06151 0.81703
H 1.77215 0.08964 -0.13877
H 0.89092 1.77475 0.42468
H 0.64543 1.15072 -1.27664
O -1.22289 0.95284 0.79194
O -1.91775 -1.63693 -0.58563
C 0.87866 0.86569 -0.19448
C -0.89551 -1.31788 -0.07667
C -0.42996 0.18269 0.23854
*
```

=====

(12)
Molecular formula: C3H3O2Sm
Method: DFT, ωB97M-V/def2-TZVPD

Results
<S²>: 15.78
Frontier orbital gap (alpha / beta): 4.611 / 7.544 eV
ΔE to the lowest compared entry with this formula, charge and spin: 0.0 kcal per mole

The geometry in ORCA input format:
```
! wB97M-V def2-TZVPD RIJCOSX def2/J DEFGRID3
* xyz 0 8
H -2.44116 -0.75879 -1.11358
H -2.45697 -1.85582 0.28736
O 1.13248 -0.47360 0.83478
C -0.09942 -0.88872 0.86907
H -1.97989 0.31638 1.66709
Sm 0.47041 1.01488 -0.86258
O -0.53674 -1.44924 -0.44988
C -1.41107 0.06428 0.76411
C -1.90864 -1.01976 -0.18420
*
```

=====

(13)
Molecular formula: C3H3O2Tb
Method: DFT, ωB97M-V/def2-TZVPD

Results
<S²>: 16.45
Frontier orbital gap (alpha / beta): 4.818 / 5.426 eV
ΔE to the lowest compared entry with this formula, charge and spin: 98.6 kcal per mole

The geometry in ORCA input format:
```
! wB97M-V def2-TZVPD RIJCOSX def2/J DEFGRID3
* xyz 1 8
O -0.19036 1.23472 0.50647
C 1.05762 -0.57622 0.55317
O -0.25638 -0.97852 0.47931
H 1.80257 -1.33418 0.77748
H -1.46560 -0.77038 -2.88911
H 1.74666 1.38327 1.33964
C 1.05559 0.74415 0.80061
C -1.01617 0.15545 0.17265
Tb -2.73393 0.14172 -1.74021
*
```

=====

(14)
Molecular formula: C3H3O3Pm
Method: DFT, ωB97M-V/def2-TZVPD

Results
<S²>: 8.82
Frontier orbital gap (alpha / beta): 6.232 / 7.603 eV
ΔE to the lowest compared entry with this formula, charge and spin: 155.2 kcal per mole

The geometry in ORCA input format:
```
! wB97M-V def2-TZVPD RIJCOSX def2/J DEFGRID3
* xyz 1 6
C -1.39151 1.22507 -0.08726
O -1.24833 0.93152 -1.33510
H -2.25557 1.82913 0.22001
O 1.54445 -0.95497 1.87548
O 0.78628 0.30730 0.27402
C 0.50640 -0.22147 1.52751
H 0.84021 -1.82943 -3.28799
Pm 0.37204 -0.33528 -2.06294
H 1.27801 -1.87212 2.01917
C -0.43198 0.92024 0.85710
*
```

=====

(15)
Molecular formula: C3H3O3S
Method: DFT, ωB97M-V/def2-TZVPD

Results
Frontier orbital gap: 7.433 eV
ΔE to the lowest compared entry with this formula, charge and spin: 53.6 kcal per mole

The geometry in ORCA input format:
```
! wB97M-V def2-TZVPD RIJCOSX def2/J DEFGRID3
* xyz -1 1
C 1.03968 -0.98725 -0.03852
C -0.87984 0.25192 -1.34960
H -1.39851 1.27338 1.77693
H 0.31215 0.39777 1.71043
O 1.28195 -0.86975 1.16965
S -0.11018 1.64250 1.67361
H 1.61826 -1.77391 -0.53028
C 0.31586 -0.16988 -0.84385
O -0.16119 -0.42490 -2.31083
O -2.01818 0.66013 -1.25754
*
```

=====

(16)
Molecular formula: C3H3O3S
Method: DFT, ωB97M-V/def2-TZVPD

Results
Frontier orbital gap (alpha / beta): 6.316 / 6.313 eV
ΔE to the lowest compared entry with this formula, charge and spin: 62.7 kcal per mole

The geometry in ORCA input format:
```
! wB97M-V def2-TZVPD RIJCOSX def2/J DEFGRID3
* xyz -1 1
H 1.61592 -0.51027 0.54853
C 0.31297 0.59198 -0.60481
H 0.98207 0.23512 -1.51723
O 0.49040 -2.81768 1.86092
H -0.85531 1.36161 -2.17829
O -0.30321 -0.31113 1.63385
C -0.79638 1.38900 -1.03060
S -0.46607 -1.96247 1.15468
C 0.56418 -0.13387 0.54775
O -1.54457 2.15771 -0.41480
*
```

=====

(17)
Molecular formula: C3H3O4P
Method: DFT, ωB97M-V/def2-TZVPD

Results
Frontier orbital gap: 7.994 eV
ΔE to the lowest compared entry with this formula, charge and spin: 78.9 kcal per mole

The geometry in ORCA input format:
```
! wB97M-V def2-TZVPD RIJCOSX def2/J DEFGRID3
* xyz 0 1
O -0.11914 1.63211 -0.42018
H -1.02642 2.04022 -0.08023
O -2.47122 -0.07034 -1.51282
C -1.42388 -0.59908 -1.57110
H -0.37853 -0.60070 2.64809
H 1.45953 -1.58159 -2.31685
P 0.16481 0.15269 0.02979
O 0.59387 -1.81715 -2.37097
O -0.74867 1.32259 2.36071
C -0.16517 -0.83454 -1.87667
C -0.52782 0.25749 1.91446
*
```

=====

(18)
Molecular formula: C3H3O4P
Method: DFT, ωB97M-V/def2-TZVPD

Results
Frontier orbital gap: 9.447 eV
ΔE to the lowest compared entry with this formula, charge and spin: 20.6 kcal per mole

The geometry in ORCA input format:
```
! wB97M-V def2-TZVPD RIJCOSX def2/J DEFGRID3
* xyz 0 1
O -1.60867 1.16752 0.64585
P 1.39477 -0.56912 -0.43734
C -0.40010 -0.79325 -0.09074
O 2.24071 -1.04151 0.68854
C 0.63573 1.16724 -0.26430
O 0.91595 2.33620 -0.44371
O -1.00321 -1.90509 0.09324
H -1.80354 -1.83972 0.52847
C -0.60177 0.54228 0.20857
H -1.28310 2.02009 0.81635
H 1.51324 -1.08466 -1.74492
*
```

=====

(19)
Molecular formula: C3H3O4S
Method: DFT, ωB97M-V/def2-TZVPD

Results
Frontier orbital gap: 6.603 eV
ΔE to the lowest compared entry with this formula, charge and spin: 0.0 kcal per mole

The geometry in ORCA input format:
```
! wB97M-V def2-TZVPD RIJCOSX def2/J DEFGRID3
* xyz -1 1
C 0.87082 0.16175 4.25049
O 0.46966 -0.89476 4.54807
O 2.77563 -0.87054 -0.22050
O 0.11551 0.34257 2.18306
C 0.69601 -0.01012 1.14463
H -1.15340 0.41124 0.09939
H 0.36031 1.00886 -0.77248
C -0.04017 0.13371 -0.17832
H -0.04278 -0.87397 -0.76368
O 1.42620 1.16728 4.30283
S 2.21983 -0.79527 1.19880
*
```

=====

(20)
Molecular formula: C3H3O4S
Method: DFT, ωB97M-V/def2-TZVPD

Results
SMILES: O=C1C[C@@H]1S(=O)(=O)[O-]
Frontier orbital gap: 9.204 eV
ΔE to the lowest compared entry with this formula, charge and spin: 41.3 kcal per mole

The geometry in ORCA input format:
```
! wB97M-V def2-TZVPD RIJCOSX def2/J DEFGRID3
* xyz -1 1
O -0.28345 -2.51480 1.16936
S -1.04522 -1.32776 1.74244
H 1.05822 -0.03443 1.76642
H -0.48227 -0.60743 -0.76324
O -1.15722 -1.24965 3.22838
C 0.03638 0.20443 -0.37120
O -2.25416 -0.97198 1.03338
C 0.06741 0.06526 1.31969
H 0.82205 0.53437 -0.87357
O -1.28834 2.06654 0.75404
C -0.68700 1.04026 0.59293
*
```